1.
Entry from the OMol25 dataset: 2 unconnected molecules or ions with the total composition C3H6NO2 (ωB97M-V with the def2-TZVPD basis set).

Each line ends with the Mulliken charge.
Positions of all 12 atoms, in Å:
C -0.27490 -1.51745 1.00126  -0.418
C 0.94077 -2.09013 0.79830  -0.383
H -0.49403 -0.90728 1.89767  0.163
H -1.12015 -1.60810 0.34547  0.223
H 1.78368 -1.88649 1.45761  0.196
H 1.10784 -2.81032 -0.00545  0.209
N 0.54247 1.68139 -0.97327  -0.662
C -0.96652 1.66350 -0.60473  0.498
O -1.64138 2.54601 -1.20554  -0.728
O -1.24711 0.74760 0.18217  -0.575
H 0.60654 1.51594 -1.98457  0.222
H 0.76280 2.66532 -0.90892  0.256

Results
highest occupied orbital energy	-3.822	eV
spin multiplicity	1
total charge	-1
orbital gap	8.1015	eV
lowest unoccupied orbital energy	4.3	eV

***

2.
Entry from the OMol25 dataset: 10 unconnected molecules or ions with the total composition FH18O9 (ωB97M-V with the def2-TZVPD basis set).

Each line ends with the Mulliken charge.
Positions of all 28 atoms, in Å:
F -0.19786 0.41954 0.18364  -0.447
O 1.48214 2.59554 0.60964  -0.672
H 0.98014 1.77254 0.43464  0.220
H 0.96814 3.29354 0.28964  0.272
O 1.31714 -1.44646 -2.33836  -0.722
H 0.72514 -2.16246 -2.55236  0.330
H 1.35514 -1.46146 -1.37936  0.327
O -2.38286 1.67054 0.74264  -0.746
H -1.56686 1.10754 0.59664  0.284
H -3.18386 1.17354 0.56264  0.289
O 0.38714 0.02854 2.66464  -0.711
H 0.09314 0.20354 1.74964  0.503
H -0.51586 0.16854 3.02964  0.321
O -2.13386 -1.28446 1.76364  -0.613
H -1.50886 -1.58946 1.09064  0.420
H -1.75186 -1.35746 2.59664  0.249
O 2.38314 -0.30646 0.02064  -0.609
H 2.94914 0.45154 0.06964  0.337
H 1.49214 0.08954 0.04264  0.061
O 0.02914 -2.18046 0.25364  -0.731
H 0.73514 -2.33546 0.81064  0.415
H 0.01814 -1.19246 0.12764  0.189
O -1.74386 -0.42246 -1.82836  -0.686
H -1.04886 -0.12546 -1.22636  0.226
H -2.36586 0.32254 -1.94936  0.306
O 1.38414 1.11554 -2.34536  -0.680
H 1.48314 0.14854 -2.23636  0.570
H 0.61814 1.30354 -1.78336  0.300

Results
highest occupied orbital energy	-6.926	eV
spin multiplicity	1
total charge	-1
orbital gap	10.3372	eV
lowest unoccupied orbital energy	3.4	eV

***

3.
Entry from the OMol25 dataset: 4 unconnected molecules or ions with the total composition C33H60Cl2N3O16S4 (ωB97M-V with the def2-TZVPD basis set).

Each line ends with the Mulliken charge.
Positions of all 118 atoms, in Å:
C 0.70524 2.89104 3.31166  -1.448
C 1.26236 2.05380 2.10953  0.513
S 0.93976 0.27621 2.26583  -0.256
C 0.32894 -0.47792 0.74817  -0.242
N 1.20066 -0.47115 -0.49009  0.350
C 2.68836 -0.69577 -0.36535  -0.237
C 3.61593 0.40648 0.13918  -0.482
C 4.27533 0.26665 1.51825  0.110
C 5.18521 1.45025 1.92606  -1.343
N 4.19717 -0.68298 2.33786  -0.627
C 2.95417 -1.03288 -1.89625  -1.425
C 4.40145 -1.29301 -2.35094  -0.344
C 4.90725 -2.58930 -1.69930  -0.599
O 5.02232 -3.56989 -2.34140  -0.518
N 5.20758 -2.63039 -0.27476  0.394
C 6.59652 -3.14031 -0.10821  -1.178
C 4.33147 -3.63169 0.40094  -0.915
C 2.17182 0.22009 -2.53899  -0.795
C 3.07133 1.44173 -2.90021  -0.641
C 3.28292 1.59470 -4.43048  0.061
O 3.07857 2.60570 -4.93285  -0.404
Cl 3.88418 0.24375 -5.43219  -0.177
C 0.83670 0.42703 -1.67772  0.831
C 0.43935 1.89030 -1.46382  -1.397
C -0.86360 2.24475 -0.71536  -1.329
C -2.18895 1.71177 -1.27386  0.261
C -3.39025 2.25324 -0.39918  -1.026
C -3.73908 1.15688 0.66196  0.796
C -5.16858 0.57874 0.52341  -0.878
C -5.24988 -0.65724 -0.41284  -0.728
C -4.41719 -1.87539 0.07334  -0.537
O -3.85982 -2.53345 -1.07886  -0.358
C -4.55079 -3.73025 -1.39488  -0.584
C -0.17988 -0.48091 -2.50425  -1.283
C -0.81805 0.19129 -3.73451  -0.145
O -1.93312 -0.00150 -3.94075  -0.366
Cl 0.06148 1.22672 -4.88379  -0.119
H 1.31621 2.59843 4.18395  0.387
H 0.97263 3.94364 3.12237  0.397
H -0.36736 2.73733 3.47753  0.390
H 0.92672 2.54856 1.18814  -0.003
H 2.35871 2.19941 2.14454  0.143
H 0.21060 -1.54709 1.00699  0.373
H -0.70080 -0.16677 0.50009  0.215
H 0.94426 -1.37785 -0.89558  0.727
H 2.74125 -1.69723 0.10207  0.880
H 4.43898 0.59759 -0.56796  0.535
H 3.04754 1.36093 0.14542  0.140
H 6.10545 0.97198 2.28513  0.218
H 4.76976 1.98850 2.79022  0.317
H 5.46010 2.09152 1.07733  0.353
H 3.59154 -1.39732 1.92092  0.232
H 2.40952 -1.91480 -2.29544  0.522
H 5.10145 -0.45923 -2.18297  0.385
H 4.37753 -1.49999 -3.43232  0.602
H 6.88647 -3.13873 0.95132  0.371
H 7.28890 -2.50965 -0.68930  0.315
H 6.69158 -4.17468 -0.49173  0.483
H 3.55712 -4.04229 -0.27215  0.365
H 4.92911 -4.47481 0.77935  0.395
H 3.80269 -3.20588 1.27395  0.247
H 1.93334 -0.18670 -3.53735  1.417
H 2.72963 2.42846 -2.56781  0.494
H 4.09971 1.33041 -2.50839  0.494
H 0.40701 2.36906 -2.45972  0.495
H 1.27752 2.39792 -0.94473  0.792
H -0.82866 1.95899 0.35413  0.124
H -0.94623 3.34848 -0.69712  0.497
H -2.29031 0.61566 -1.26233  -0.271
H -2.38991 2.04039 -2.31084  0.314
H -2.99405 3.12842 0.14384  0.301
H -4.24955 2.51329 -1.03602  0.536
H -3.01240 0.32641 0.69539  -0.689
H -3.69146 1.64707 1.65152  0.112
H -5.81195 1.36835 0.08686  0.317
H -5.63409 0.30549 1.48565  0.386
H -5.02147 -0.42208 -1.46755  0.337
H -6.30924 -0.98133 -0.41610  0.423
H -5.05243 -2.61119 0.60023  0.476
H -3.58503 -1.60963 0.74809  0.276
H -5.65911 -3.61637 -1.38303  0.087
H -4.28438 -3.99273 -2.43465  0.289
H -4.25520 -4.59485 -0.77029  0.333
H 0.32726 -1.38784 -2.89162  1.103
H -0.96923 -0.86653 -1.83463  0.478
C 9.27329 2.04012 5.20702  -0.322
C 9.90299 3.21490 4.48784  -0.339
O 10.12876 2.74417 3.15424  -0.312
S 8.97754 1.69558 2.75732  1.128
O 7.97758 2.37658 2.01075  -0.491
O 9.59156 0.50886 2.28770  -0.564
O 8.40548 1.43815 4.23856  -0.285
H 10.02424 1.30252 5.49774  0.287
H 8.70875 2.34615 6.08476  0.310
H 10.83676 3.53247 4.94497  0.322
H 9.21677 4.06367 4.43651  0.275
C -7.18516 4.33936 2.08073  -0.409
C -5.98101 4.83522 1.30727  0.123
O -4.97115 5.04169 2.30131  -0.317
S -5.16093 3.96510 3.48360  1.056
O -4.27136 2.88045 3.25267  -0.487
O -5.20759 4.65595 4.71713  -0.568
O -6.64481 3.48431 3.09430  -0.304
H -7.70939 5.16214 2.57149  0.316
H -7.88287 3.78978 1.45273  0.338
H -6.18179 5.75788 0.76821  0.355
H -5.61887 4.07688 0.60767  -0.136
C -8.92786 -6.39220 -3.41478  -0.315
C -10.12546 -5.87785 -2.64343  -0.353
O -9.63388 -5.65881 -1.31636  -0.311
S -8.09177 -5.21092 -1.38663  1.138
O -8.02892 -3.79360 -1.31004  -0.527
O -7.33962 -6.05410 -0.53171  -0.552
O -7.81610 -5.64195 -2.91211  -0.286
H -8.74718 -7.44954 -3.20936  0.289
H -9.03143 -6.24502 -4.48739  0.304
H -10.95079 -6.58538 -2.63413  0.315
H -10.47241 -4.92042 -3.03934  0.279

Results
highest occupied orbital energy	-11.309	eV
spin multiplicity	1
total charge	+1
orbital gap	8.8503	eV
lowest unoccupied orbital energy	-2.5	eV

***

4.
Entry from the OMol25 dataset: a molecular structure, C24H28N4O2Pt (ωB97M-V with the def2-TZVPD basis set).

Each line ends with the Mulliken spin population.
Positions of all 59 atoms, in Å:
Pt -0.85954 0.69370 -0.90155  0.037
C -4.88332 -1.24235 4.44826  -0.004
C -3.83049 -1.08560 3.40981  0.189
C -2.47506 -1.34588 3.71817  0.189
C -1.47506 -1.22460 2.78037  0.113
C -0.07453 -1.31059 3.14520  0.532
N 0.86924 -2.00433 2.45827  0.218
C 0.66341 -3.35718 1.94573  0.029
C 1.20870 -3.64301 0.54546  0.019
C 2.62254 -3.14507 0.25375  0.001
N 2.57616 -1.71378 -0.04829  0.011
C 3.56579 -0.95239 -0.40360  -0.001
C 3.40584 0.34609 -0.95987  0.000
C 4.53355 1.08372 -1.34468  0.002
C 4.43844 2.29788 -2.00919  0.001
C 5.68308 3.06347 -2.36464  0.000
C 3.17168 2.76252 -2.33407  0.000
C 2.00025 2.07825 -1.97855  -0.004
C 0.73393 2.57887 -2.43296  0.006
N -0.45664 2.13351 -2.20782  0.001
C -1.56330 2.82268 -2.88362  0.001
C -2.70253 1.86752 -3.20282  0.004
C -3.57107 1.54892 -2.00091  -0.014
N -2.84518 0.84557 -0.92755  0.060
C -3.58914 0.28479 -0.03928  0.000
C -3.19331 -0.38859 1.17014  0.053
C -4.16414 -0.61513 2.13345  0.167
C -1.83581 -0.77836 1.43705  0.108
O -0.93441 -0.70102 0.55166  0.228
C 2.10462 0.88105 -1.23161  0.001
O 1.07155 0.23713 -0.81137  0.008
H -4.58099 -1.93819 5.22790  0.003
H -5.82712 -1.56552 4.01060  0.007
H -5.06241 -0.27132 4.92295  0.038
H -2.21167 -1.65615 4.72119  -0.022
H 0.25910 -0.70552 3.97919  0.033
H 1.82249 -1.79781 2.70658  -0.028
H -0.40499 -3.56795 1.95538  0.011
H 1.13116 -4.04811 2.65636  -0.002
H 0.53958 -3.22559 -0.21257  -0.003
H 1.18803 -4.72568 0.42497  -0.004
H 2.99809 -3.67172 -0.62517  0.000
H 3.31716 -3.35036 1.07228  -0.003
H 1.65110 -1.29919 -0.17633  -0.005
H 4.56793 -1.36294 -0.31354  0.000
H 5.51798 0.68101 -1.13048  0.000
H 6.48990 2.38732 -2.64264  0.000
H 6.02678 3.63990 -1.50305  0.000
H 5.51191 3.75892 -3.18338  0.000
H 3.08146 3.68951 -2.89014  0.000
H 0.80374 3.44314 -3.09151  0.000
H -1.19749 3.26508 -3.80983  0.000
H -1.92421 3.63134 -2.24159  0.000
H -2.30140 0.94551 -3.62988  0.000
H -3.33777 2.32809 -3.95896  0.000
H -4.40985 0.93223 -2.32641  0.003
H -3.97966 2.47608 -1.59054  0.003
H -4.66594 0.36800 -0.17820  0.004
H -5.19815 -0.37788 1.91190  0.011

Results
highest occupied orbital energy (spin up / spin down)	-11.686 / -13.718	eV
spin multiplicity	3
⟨S²⟩	2.018
total charge	+2
orbital gap (spin up / spin down)	5.5758 / 5.3328	eV
lowest unoccupied orbital energy (spin up / spin down)	-6.1 / -8.4	eV

***

5.
Entry from the OMol25 dataset: 9 unconnected molecules or ions with the total composition C13H37N3O20S4 (ωB97M-V with the def2-TZVPD basis set).

Each line ends with the Mulliken charge.
Positions of all 77 atoms, in Å:
N 1.11135 3.99125 3.11831  -0.353
H 0.44221 3.84081 3.87526  0.411
H 1.05594 3.11154 2.53420  0.148
H 2.07194 4.09411 3.43575  0.385
H 0.77697 4.73960 2.51850  0.328
N 3.37414 1.57585 0.66971  -0.119
H 3.87406 1.91590 1.48932  0.415
H 3.63029 0.59600 0.49719  0.108
H 3.79589 2.10754 -0.09369  0.391
H 2.32878 1.71779 0.69615  0.156
N 0.84666 4.07310 -1.12893  -0.189
H 1.85406 4.13678 -1.21813  0.367
H 0.28950 3.95281 -1.97713  0.375
H 0.49509 4.93160 -0.69174  0.414
H 0.60040 3.39155 -0.35756  -0.024
C -0.18740 1.31682 0.48921  0.597
O 0.68661 2.27625 1.03826  -0.931
H -1.12091 1.09121 1.02350  -0.059
H -0.49163 1.67042 -0.50699  -0.085
H 0.28688 0.32735 0.47100  -0.477
C 2.06119 -4.62164 0.10758  -1.453
C 2.09156 -3.41420 -0.80062  0.568
C 1.27708 -2.17814 -0.40007  2.008
O 2.23023 -1.09531 -0.44406  -0.019
C 3.47123 -1.59034 -0.62870  0.591
O 4.45131 -0.88828 -0.69085  -0.683
O 3.43419 -2.89359 -0.73327  -0.410
H 2.71367 -5.44041 -0.18681  0.392
H 1.08358 -5.11242 0.12588  0.345
H 2.23499 -4.28011 1.12870  0.321
H 1.89272 -3.62213 -1.85147  0.240
H 0.76914 -2.22197 0.56395  -0.810
H 0.48421 -1.95157 -1.10569  -1.061
C -4.09557 2.45861 0.77930  0.629
C -3.45687 3.55621 1.62123  -0.188
O -3.05948 4.56543 0.68100  -0.341
S -3.39957 4.15179 -0.85777  1.016
O -2.25419 3.45047 -1.37040  -0.420
O -3.91296 5.25041 -1.63932  -0.557
O -4.53662 3.09985 -0.41328  -0.343
H -5.00157 2.00300 1.17425  0.400
H -3.40232 1.64676 0.54394  -0.703
H -2.58673 3.16853 2.14412  0.236
H -4.22838 4.01233 2.23868  0.342
C 0.96195 -0.03831 -3.18192  0.328
C 2.29496 0.68818 -3.46433  -0.255
O 3.23829 -0.27800 -3.86303  -0.393
S 2.50605 -1.65056 -4.31430  1.172
O 3.24444 -2.79278 -3.83040  -0.532
O 2.12793 -1.54007 -5.67961  -0.560
O 1.21318 -1.40266 -3.35775  -0.207
H 0.09034 0.34846 -3.71342  0.523
H 0.67835 0.13153 -2.13853  -0.505
H 2.67800 1.17671 -2.56450  0.014
H 2.09022 1.49888 -4.16767  0.427
C -3.87262 -1.44951 -1.10456  -0.387
C -2.83587 -0.42622 -1.47706  0.866
O -1.65280 -1.21493 -1.58900  -0.087
S -1.97013 -2.68656 -2.29612  1.318
O -1.49301 -3.80128 -1.52450  -0.576
O -1.68690 -2.64474 -3.70004  -0.566
O -3.57533 -2.51415 -2.02785  -0.401
H -4.90779 -1.16547 -1.25438  0.401
H -3.59407 -1.84997 -0.12828  0.303
H -2.63737 0.32304 -0.71339  -0.991
H -3.05150 0.01633 -2.45222  0.285
C -0.57105 -3.17907 4.95044  -0.433
C 0.47534 -3.67375 3.93549  -0.360
O 0.35236 -2.89310 2.75963  -0.353
S -0.92015 -1.84740 2.85515  1.147
O -1.76102 -1.95997 1.71155  -0.498
O -0.46706 -0.52204 3.18169  -0.601
O -1.59073 -2.72115 4.08826  -0.342
H -0.24647 -2.39910 5.63833  0.282
H -0.96542 -4.04906 5.47017  0.331
H 0.37466 -4.74386 3.74525  0.340
H 1.49156 -3.65097 4.33838  0.354

Results
highest occupied orbital energy	-15.175	eV
spin multiplicity	1
total charge	+2
orbital gap	8.4675	eV
lowest unoccupied orbital energy	-6.7	eV